(1)
Here is a molecular structure, C29H43N2O6SSbSeSi3W in a non-equilibrium geometry from the Open Molecules 2025 dataset. Energies are from wB97M-V/def2-TZVPD.

Geometry as XYZ:
```
87
Properties=species:S:1:pos:R:3:forces:R:3:lowdin_charge:R:1
W -0.034176 -0.337702 0.346807 -1.4 1.0 0.5 1.57
C -0.186399 -4.173389 -2.536162 -0.1 -0.1 0.0 -0.32
Sb 0.440623 -3.305635 -0.665632 0.3 0.0 0.0 1.51
C -1.313071 -1.896651 -0.260533 0.1 0.3 -0.1 -0.60
C -2.090763 -1.672732 -1.527688 -0.2 0.0 0.0 -0.49
C -3.488209 -1.601548 -1.537482 0.1 0.0 -0.1 -0.08
C -4.149477 -1.337651 -2.720034 0.0 0.0 0.0 -0.05
C -3.414582 -1.160329 -3.881369 -0.1 0.0 0.0 -0.06
C -2.041048 -1.279693 -3.791867 0.1 0.0 0.0 -0.14
N -1.393816 -1.532688 -2.658234 -0.1 0.0 0.0 0.05
Si -2.283911 -2.801988 1.150132 0.1 0.0 0.0 0.43
C -1.138684 -3.278055 2.556359 0.0 0.0 0.0 -0.19
C -3.598550 -1.684788 1.891212 0.1 0.0 0.0 -0.16
C -3.017111 -4.365597 0.409109 0.0 0.0 0.1 -0.17
C 2.295300 -2.014800 -1.144675 -0.1 -0.2 0.1 -0.52
C 2.089997 -0.571188 -1.458450 0.1 -0.6 0.0 -0.44
C 3.184301 0.262268 -1.693340 -0.1 0.5 -0.3 -0.05
C 2.983009 1.501744 -2.270857 -0.3 -0.1 0.0 0.01
C 1.690267 1.879448 -2.663817 0.2 -0.2 0.1 -0.01
C 0.643350 1.072420 -2.303176 0.0 0.0 0.0 -0.12
N 0.826816 -0.082777 -1.615414 0.8 0.2 0.5 -0.08
Si 3.513957 -2.273470 0.361442 -0.2 0.0 -0.1 0.46
C 2.974344 -3.651482 1.513457 0.2 -0.1 0.0 -0.22
C 3.792730 -0.682316 1.325758 0.0 0.0 0.1 -0.17
C 5.210508 -2.838957 -0.214430 0.0 0.0 0.0 -0.19
Si 2.970770 -2.702257 -2.800149 -0.1 -0.1 -0.3 0.46
C 3.075542 -4.585887 -2.686767 0.0 0.0 0.0 -0.18
C 4.666112 -2.131412 -3.393055 0.0 0.0 0.0 -0.17
C 1.821739 -2.048752 -4.147187 0.0 0.0 0.0 -0.17
H -1.256676 -4.354431 -2.418829 0.0 0.0 0.0 0.01
H 0.318115 -5.137542 -2.609392 0.0 0.0 0.0 0.00
H -0.028907 -3.591118 -3.432412 0.0 0.0 0.0 -0.02
H -4.050887 -1.710656 -0.626468 0.0 0.0 0.0 0.07
H -5.229249 -1.261484 -2.732065 0.0 0.0 0.0 0.11
H -3.889110 -0.949297 -4.829699 0.0 0.0 0.0 0.10
H -1.420060 -1.171303 -4.677231 0.0 0.0 0.0 0.11
H -1.757214 -3.486808 3.433247 0.0 0.0 0.0 0.04
H -0.462421 -2.464848 2.820239 0.0 0.0 0.0 0.01
H -0.540461 -4.166186 2.346800 0.0 0.0 0.0 0.02
H -3.149856 -0.725634 2.153705 0.0 0.0 0.0 0.02
H -3.945027 -2.152798 2.817170 0.0 0.0 0.0 0.04
H -4.477739 -1.484997 1.282244 0.0 0.0 0.0 0.03
H -2.241179 -5.020239 0.003440 0.0 0.0 0.0 0.02
H -3.736390 -4.161414 -0.384121 0.0 0.0 0.0 0.03
H -3.532940 -4.929013 1.191227 0.0 0.0 0.0 0.04
H 4.179245 -0.089320 -1.460005 0.0 0.0 0.0 0.11
H 3.821917 2.158592 -2.461203 0.0 0.0 0.0 0.12
H 1.498019 2.800717 -3.193940 0.0 0.0 0.0 0.12
H -0.385125 1.302194 -2.533369 0.0 0.1 0.1 0.07
H 2.040447 -3.468164 2.037912 0.0 0.0 0.0 0.00
H 3.773904 -3.750283 2.255543 0.0 0.0 0.0 0.04
H 2.900397 -4.612692 0.999302 0.0 0.0 0.0 0.02
H 3.269770 0.201600 0.959721 0.0 -0.1 0.0 0.01
H 4.860172 -0.450725 1.358069 0.0 0.0 0.0 0.04
H 3.450436 -0.838159 2.350916 0.0 0.0 0.0 0.04
H 5.180278 -3.729338 -0.844040 0.0 0.0 0.0 0.02
H 5.765224 -3.095719 0.692442 0.0 0.0 0.0 0.04
H 5.779694 -2.068041 -0.733780 0.0 0.0 0.0 0.03
H 4.127682 -4.878575 -2.670578 0.0 0.0 0.0 0.03
H 2.620256 -5.048585 -3.564340 0.0 0.0 0.0 0.04
H 2.608854 -5.030808 -1.805136 0.0 0.1 0.0 0.01
H 5.510130 -2.434230 -2.778419 0.0 0.0 0.0 0.01
H 4.722204 -1.056358 -3.567045 0.0 0.0 0.0 0.03
H 4.788330 -2.610985 -4.370571 0.0 0.0 0.0 0.05
H 0.835575 -1.780299 -3.765241 0.0 0.0 0.0 -0.01
H 1.692941 -2.770775 -4.957155 0.0 0.0 0.0 0.04
H 2.265595 -1.149373 -4.584418 0.0 0.0 0.0 0.04
O -1.294951 7.055663 -3.930886 0.0 0.0 0.0 0.10
C -0.511739 6.554577 -2.942081 0.0 0.0 0.0 -0.49
O 0.476528 7.146923 -2.609434 0.0 0.0 0.0 0.12
C -0.954088 5.266067 -2.338055 -0.1 -0.1 -0.1 -0.16
C -1.720843 4.329693 -3.037056 0.1 0.1 0.1 -0.04
C -2.047981 3.124114 -2.448913 0.0 -0.1 0.1 -0.13
C -1.631669 2.812535 -1.144309 -0.1 0.0 -0.2 -0.64
S -2.065559 1.224001 -0.503025 0.1 -0.3 -0.2 0.68
C -0.916633 3.774702 -0.437495 0.2 0.1 0.1 -0.08
C -0.562307 4.973645 -1.038790 0.0 -0.1 0.1 0.00
H -2.114754 6.548744 -3.982748 0.0 0.0 0.0 0.09
H -2.029976 4.511377 -4.060938 0.0 0.0 0.0 0.11
H -2.619259 2.386747 -3.000502 0.0 0.0 0.0 0.10
H -0.637990 3.585856 0.588618 0.0 0.0 -0.1 0.06
H 0.020195 5.706337 -0.495210 0.0 0.0 0.0 0.12
O -0.961155 0.100187 2.040857 0.2 0.0 0.1 -0.74
Se 0.052785 1.478846 2.558165 0.1 -0.3 -0.5 1.15
O -0.892339 2.753652 2.645566 -0.1 0.2 0.1 -0.53
O 1.019460 -1.341033 1.246683 0.2 -0.1 -0.3 -0.52
O 0.742864 1.434624 0.889673 -0.1 -0.2 0.2 -0.70
```
Forces are in eV/Å.

Summary:
E_LUMO (spin up / spin down) = -1.86 / -1.86 eV
Charge = 0
Kohn-Sham gap (spin up / spin down) = 0.213 / 0.213 hartree

(2)
Here is a molecular structure, C29H44AsN4O3PtSi3 in a non-equilibrium geometry from the Open Molecules 2025 dataset. Energies are from wB97M-V/def2-TZVPD.

Geometry as XYZ:
```
85
Properties=species:S:1:pos:R:3:forces:R:3:lowdin_charge:R:1
Pt 0.599760 -0.020019 0.451611 0.6 1.6 -2.1 0.87
N -1.855333 3.501019 0.771682 0.1 -0.2 0.0 0.14
C -0.729959 4.213951 1.102375 0.2 0.0 0.0 -0.04
C 0.293080 3.317699 1.112167 0.2 0.2 0.0 -0.11
N -0.194217 2.081008 0.807703 0.5 -1.7 0.3 0.01
C -1.494180 2.209363 0.595567 0.1 0.2 0.1 -0.24
C -2.354654 1.092100 0.278619 -0.2 -0.3 -0.1 -0.26
N -1.888011 -0.122789 0.109638 -0.4 -0.1 -0.2 0.05
C -2.964807 -0.926783 -0.123084 -0.3 0.1 0.0 -0.10
C -4.107928 -0.180945 -0.098317 0.0 -0.2 0.0 -0.05
N -3.707607 1.102180 0.158144 0.1 0.1 0.1 0.13
H -2.772384 3.894906 0.651273 0.0 0.0 0.0 0.17
H -0.749560 5.268320 1.306572 0.0 0.0 -0.1 0.13
H 1.336876 3.481831 1.308605 0.0 0.0 0.0 0.11
H -2.858752 -1.985306 -0.286829 -0.1 0.0 0.0 0.11
H -5.139558 -0.451079 -0.231853 0.0 0.1 0.0 0.12
H -4.323663 1.891672 0.248239 0.0 0.0 0.0 0.16
O 0.512094 -1.754922 -0.763210 -0.2 -0.6 1.0 -0.16
C 1.100689 -1.741303 -2.079053 1.4 1.1 -1.7 -0.28
C 1.392126 -0.204994 -2.456072 0.4 -2.3 0.1 -0.59
O 2.071854 0.048855 -3.427914 -0.3 0.4 0.3 0.08
O 0.795308 0.548483 -1.638676 -0.8 2.1 0.9 -0.13
C 0.155962 -2.266582 -3.152449 -0.5 -0.4 0.5 -0.13
C -1.063755 -2.849168 -2.816725 0.2 0.0 0.0 -0.04
C -1.868947 -3.417157 -3.794584 -0.2 0.0 0.0 -0.08
C -1.469423 -3.413156 -5.118442 0.0 0.0 0.0 -0.08
C -0.256773 -2.829305 -5.461242 0.0 0.0 0.1 -0.05
C 0.548108 -2.259593 -4.490289 0.1 0.1 0.0 0.00
C 2.331709 -2.637724 -2.057333 -0.3 -0.4 0.2 -0.15
C 2.118082 -3.965266 -1.679714 0.2 0.0 -0.9 -0.08
C 3.157919 -4.877939 -1.672769 -0.1 -0.1 -0.1 -0.08
C 4.429533 -4.482798 -2.064991 -0.1 0.0 0.0 -0.07
C 4.644344 -3.169719 -2.449470 0.1 0.0 -0.1 -0.07
C 3.606460 -2.246614 -2.440135 0.0 0.0 -0.2 -0.04
H -0.416658 -1.492860 -0.850212 -0.4 -0.3 -0.4 0.05
H -1.382344 -2.913080 -1.781958 0.0 -0.1 0.0 0.09
H -2.807692 -3.874834 -3.510150 0.0 0.0 0.0 0.10
H -2.092975 -3.863064 -5.879004 0.0 0.0 0.0 0.11
H 0.072691 -2.819955 -6.491316 0.0 0.0 0.0 0.11
H 1.480818 -1.792409 -4.766508 0.1 0.0 0.0 0.12
H 1.120544 -4.288030 -1.408337 0.1 0.0 -0.4 0.11
H 2.971764 -5.902051 -1.375528 0.0 0.0 0.0 0.11
H 5.240946 -5.197845 -2.083517 0.0 0.0 0.0 0.11
H 5.629735 -2.863780 -2.775651 0.0 0.1 0.0 0.11
H 3.798547 -1.230100 -2.750739 -0.1 0.0 0.0 0.12
C 4.366811 -1.164801 0.371769 -0.3 0.2 0.5 -0.20
Si 3.886928 -0.299787 1.973941 0.5 0.2 -0.4 0.35
C 5.005410 -0.759907 3.421971 -0.4 0.1 -0.2 -0.19
C 3.821431 1.564881 1.660739 -0.1 -0.3 0.2 -0.21
As 1.615853 -0.910588 2.385606 0.1 0.2 1.0 0.74
Si 0.857487 0.201829 4.362255 -0.3 0.2 0.5 0.35
C 1.957145 -0.256749 5.831493 -0.2 0.0 -0.4 -0.20
C -0.950575 -0.316125 4.584791 0.4 -0.1 -0.1 -0.21
C 0.891890 2.077773 4.122376 0.1 -0.3 -0.2 -0.20
Si 1.350475 -3.272945 2.675722 -0.2 -0.6 0.0 0.38
C 2.514766 -3.871566 4.038424 -0.2 0.4 -0.2 -0.20
C 1.751152 -4.098745 1.034358 -0.1 0.5 0.9 -0.21
C -0.480387 -3.518484 3.095830 0.4 0.2 0.0 -0.21
H 5.322141 -0.800498 -0.007257 0.1 0.1 0.0 0.05
H 3.609302 -0.967110 -0.388016 0.1 0.1 0.1 0.01
H 4.444974 -2.246249 0.487681 0.0 0.0 0.0 0.03
H 6.042366 -0.516891 3.188570 0.0 0.0 -0.1 0.04
H 4.952156 -1.827058 3.638489 0.0 0.0 0.0 0.02
H 4.731000 -0.220956 4.328853 0.0 0.0 0.0 0.02
H 4.719932 1.917034 1.153958 0.1 -0.1 0.0 0.04
H 3.717364 2.133596 2.585403 0.0 0.0 0.0 0.02
H 2.964952 1.783921 1.018503 0.1 0.0 -0.1 -0.01
H 2.251388 -1.305381 5.802771 0.0 0.0 0.0 0.00
H 1.445889 -0.081031 6.778236 -0.1 0.1 0.0 0.04
H 2.866855 0.344670 5.829693 0.0 0.0 0.0 0.03
H -1.045127 -1.251021 5.136233 0.0 -0.1 0.0 0.02
H -1.418326 -0.449375 3.606916 0.0 0.0 0.0 0.01
H -1.515021 0.444097 5.125341 0.1 0.1 0.1 0.03
H 1.745081 2.391162 3.522135 0.0 0.1 0.0 0.00
H 0.946867 2.592788 5.082076 0.0 -0.1 0.1 0.04
H -0.009310 2.425145 3.618959 0.0 -0.1 0.0 0.01
H 3.550252 -3.849668 3.697324 0.0 0.0 0.0 0.02
H 2.281159 -4.895253 4.331336 -0.1 -0.1 -0.1 0.04
H 2.442037 -3.249732 4.930368 0.0 0.0 0.0 0.01
H 2.739078 -3.815745 0.669174 -0.1 0.0 0.2 0.03
H 1.031369 -3.791036 0.277626 0.1 0.0 0.6 0.00
H 1.726715 -5.186589 1.108682 0.0 -0.1 0.1 0.06
H -0.669530 -3.466207 4.167893 0.0 0.1 0.0 0.03
H -0.842186 -4.485586 2.746285 0.1 -0.1 -0.1 0.04
H -1.072323 -2.740894 2.608971 -0.1 0.0 0.0 0.01
```
Forces are in eV/Å.

Summary:
E_LUMO (spin up / spin down) = -3.56 / -3.56 eV
Charge = +1
Kohn-Sham gap (spin up / spin down) = 0.263 / 0.263 hartree

(3)
Here is a molecular structure, C29H44BaBrN3P2 in a non-equilibrium geometry from the Open Molecules 2025 dataset. Energies are from wB97M-V/def2-TZVPD.

Geometry as XYZ:
```
80
Properties=species:S:1:pos:R:3:forces:R:3:lowdin_charge:R:1
C -2.304269 -7.767746 1.382655 0.0 0.4 -0.3 0.00
C -2.240584 -6.829553 0.322702 -0.6 -1.5 -0.2 -0.22
C -2.732725 -7.251862 -0.937233 0.2 0.2 0.4 0.00
C -3.245136 -8.546341 -1.065979 0.0 -0.1 0.1 -0.12
N -3.305963 -9.437185 -0.060589 0.4 0.9 0.1 0.08
C -2.838870 -9.035839 1.134713 0.0 0.0 -0.1 -0.12
C -1.707748 -5.525298 0.514365 0.9 2.1 0.3 0.09
C -1.247084 -4.398078 0.680020 -0.7 -1.6 -0.2 0.06
C -0.713907 -3.093058 0.871905 0.1 0.3 0.1 -0.18
C -1.052193 -2.328697 2.017491 0.4 0.3 -0.3 0.03
C -0.525285 -1.046113 2.199300 0.0 0.9 0.6 -0.09
C 0.358541 -0.468460 1.257525 -2.9 -5.7 -1.0 -0.60
C 0.692006 -1.237644 0.117880 0.6 0.7 -0.4 -0.09
C 0.170654 -2.520464 -0.077399 0.0 0.4 0.4 0.03
Ba 1.110312 1.371578 1.528015 11.2 -3.0 1.9 1.70
P -0.983858 2.323328 1.141537 -10.5 3.9 -1.5 0.60
H -2.709171 -6.570506 -1.792778 0.0 -0.3 0.3 0.12
H -1.939181 -7.498129 2.377919 -0.2 -0.2 -0.4 0.12
H -3.629814 -8.886136 -2.037522 0.2 0.2 0.5 0.12
H -2.894080 -9.772584 1.948106 0.0 0.4 -0.4 0.12
H 0.440029 -3.098065 -0.967789 0.0 0.4 0.3 0.15
H -1.732935 -2.758053 2.759884 0.3 0.3 -0.2 0.15
H 1.373247 -0.824744 -0.635422 -0.2 -0.2 0.1 0.11
H -0.807443 -0.482181 3.096191 0.0 -0.3 -0.2 0.12
C -0.706706 4.133955 0.817514 0.0 0.3 -0.1 -0.49
C -1.844084 4.982240 0.235410 -0.5 -0.1 -0.2 -0.11
H 0.164769 4.154447 0.137966 -0.4 0.2 0.2 0.03
H -0.336010 4.529199 1.781084 -0.4 -0.1 -0.5 0.02
H -1.599191 6.053960 0.343269 0.0 -0.5 0.0 0.10
H -1.986183 4.783948 -0.840828 0.0 0.1 0.4 0.08
H -2.804371 4.806210 0.745699 0.4 0.1 -0.2 0.06
C -1.942461 1.647383 -0.301305 0.3 0.2 -0.6 -0.35
C -3.365398 1.123621 -0.067874 -0.2 -0.2 0.2 -0.11
H -1.305270 0.841872 -0.707670 -0.3 0.1 0.0 0.06
H -1.923784 2.442904 -1.069116 -0.1 -0.3 0.3 0.07
H -3.754782 0.678976 -1.000979 0.2 0.2 0.4 0.09
H -3.380504 0.334426 0.703073 0.0 0.3 -0.3 0.07
H -4.064769 1.916065 0.242834 0.3 -0.3 -0.2 0.08
C -2.078560 2.157149 2.635492 0.2 -0.1 0.0 -0.38
C -3.203443 3.178314 2.847974 -0.2 0.3 0.2 -0.12
H -1.369040 2.199617 3.480550 -0.3 0.0 0.1 0.08
H -2.471676 1.123408 2.596381 0.2 0.5 0.0 0.07
H -3.780391 2.909530 3.750813 0.3 0.1 -0.4 0.10
H -2.791672 4.188365 3.011738 -0.2 -0.4 -0.1 0.09
H -3.907154 3.224035 2.001092 0.3 -0.1 0.4 0.07
Br 2.063426 3.704561 1.870766 1.3 1.4 0.4 0.25
P 0.959548 1.267446 -4.711848 -0.1 -0.1 0.6 0.99
C -0.494136 2.059691 -3.814320 -0.1 -0.3 0.0 -0.46
C -1.013856 3.343593 -4.476517 0.0 0.2 0.0 -0.17
H -0.220330 2.238027 -2.755475 -0.1 -0.1 -0.3 0.04
H -1.298847 1.300435 -3.808589 0.3 0.2 0.0 0.07
H -2.044282 3.568913 -4.146977 0.4 0.0 -0.1 0.07
H -0.386062 4.216761 -4.228770 -0.2 -0.3 -0.1 0.07
H -1.020365 3.243420 -5.576198 -0.1 0.0 0.5 0.07
C 2.363413 1.653172 -3.523596 -0.3 0.1 0.3 -0.46
C 3.751903 1.686534 -4.175355 0.3 0.0 -0.1 -0.17
H 2.330040 0.856374 -2.755878 0.1 0.3 0.0 0.04
H 2.153485 2.608541 -3.002764 0.0 -0.3 -0.4 0.07
H 4.450461 2.303912 -3.582344 -0.3 -0.3 -0.2 0.07
H 4.179402 0.671334 -4.256946 -0.2 0.4 0.0 0.07
H 3.712361 2.117177 -5.191033 0.0 -0.2 0.4 0.07
C 0.681194 -0.516904 -4.191489 0.3 0.0 0.0 -0.46
C 0.027973 -1.372392 -5.284576 -0.2 -0.2 -0.1 -0.17
H 0.082734 -0.543640 -3.259249 0.2 0.0 -0.2 0.05
H 1.679359 -0.923496 -3.941256 -0.3 0.1 -0.2 0.07
H 0.223627 -2.446699 -5.116559 -0.1 0.4 -0.1 0.07
H -1.068398 -1.236771 -5.306636 0.5 0.0 0.0 0.07
H 0.416613 -1.104827 -6.282950 -0.1 -0.2 0.4 0.07
C 5.836554 2.216708 5.644619 0.4 0.3 0.7 0.01
N 5.059564 1.500893 4.636879 -0.4 0.7 -0.2 -0.12
C 5.146409 0.197147 4.323144 -0.1 -2.0 -0.5 -0.06
C 4.172406 -0.078259 3.380352 1.1 -0.4 1.1 -0.16
N 3.491926 1.052808 3.114582 -0.2 1.7 0.4 -0.12
C 4.069487 2.004081 3.881095 -0.9 -0.4 -0.4 -0.21
H 5.668517 1.753434 6.641927 0.1 0.3 -0.7 0.11
H 6.914875 2.173519 5.396082 -0.7 0.0 0.1 0.11
H 5.516558 3.280586 5.702861 0.2 -0.8 -0.2 0.11
H 5.833733 -0.506175 4.773569 0.1 0.4 0.0 0.13
H 3.944060 -1.045446 2.956386 0.0 0.1 -0.1 0.10
H 3.732782 3.027750 3.948450 0.2 -0.1 0.0 0.07
```
Forces are in eV/Å.

Summary:
E_LUMO (spin up / spin down) = -8.71 / -8.71 eV
Charge = +2
Kohn-Sham gap (spin up / spin down) = 0.147 / 0.147 hartree

In order of appearance, calculated total energy = -154215.9413; -130605.8905; -124547.2960 eV.
In order of appearance, ΔE to the lowest compared entry with this formula, charge and spin = 0.0; 150.7; 597.7 kJ/mol.